No. 1
{"formula": "C30H57Br2INO5PS", "method": "ωB97M-V with the def2-TZVPD basis set", "species": ["I", "Br", "Br", "S", "P", "O", "O", "O", "O", "O", "N", "C", "C", "C", "C", "C", "C", "C", "C", "C", "C", "C", "C", "C", "C", "C", "C", "C", "C", "C", "C", "C", "C", "C", "C", "C", "C", "C", "C", "C", "C", "H", "H", "H", "H", "H", "H", "H", "H", "H", "H", "H", "H", "H", "H", "H", "H", "H", "H", "H", "H", "H", "H", "H", "H", "H", "H", "H", "H", "H", "H", "H", "H", "H", "H", "H", "H", "H", "H", "H", "H", "H", "H", "H", "H", "H", "H", "H", "H", "H", "H", "H", "H", "H", "H", "H", "H", "H"], "xyz": [[-2.709680, -5.795261, -1.679156], [2.495878, -4.425206, 0.515563], [-1.070762, -4.741518, 3.265757], [4.398384, 0.584512, 2.332337], [3.057532, -0.859416, 2.023436], [1.865007, -0.596611, 3.249847], [-1.100530, -1.865094, 0.780737], [4.049700, -2.260333, 2.509163], [-2.178055, -3.209702, -3.195561], [-5.844368, -3.540512, 1.233752], [2.573031, -1.116967, 0.396171], [6.334294, 0.095407, -2.173205], [-2.223697, -2.747531, 0.562723], [1.660371, -3.917081, 3.775392], [6.589986, -0.536727, -0.664533], [-4.051190, 5.071086, 3.210416], [-5.807334, -3.551978, 2.877990], [-3.675962, 2.561110, -2.400655], [-0.027692, -0.796157, -2.554230], [-3.008232, 2.528776, -0.894776], [1.157863, -1.085180, -0.033205], [1.318282, -1.071403, -1.711125], [0.729413, -3.622387, 1.143216], [-4.431055, -3.800892, 1.849317], [0.193943, -2.368015, 0.245027], [-3.304783, -2.418930, 1.801062], [1.346707, 1.699236, 0.292042], [3.882467, 1.897548, -0.813536], [-3.104389, -2.497484, -0.810252], [-2.709691, 5.240938, 2.256656], [-2.500826, 2.333753, -3.564391], [-1.955956, 0.756276, -3.524027], [4.731948, 2.341597, -2.141568], [2.230670, 2.108834, -0.974883], [-2.432150, 3.978113, 1.250214], [-3.585730, 3.742845, 0.099838], [-0.386869, 0.721385, -3.000737], [-2.625643, -3.593381, -1.967104], [0.478449, 0.349221, 0.344957], [0.504723, -3.536137, 2.745037], [6.298856, 1.762560, -2.152282], [-0.127911, -2.883224, -0.786974], [-2.974049, -1.368439, -1.175966], [1.583077, 0.367297, 3.172154], [4.852434, 3.529168, -2.160234], [-2.883666, 2.588824, -4.648133], [4.242795, 2.551412, 0.117789], [-0.321020, 1.537336, -2.143639], [3.219249, -1.660001, -0.225301], [4.876843, -2.134715, 1.924450], [0.153431, 0.258212, 1.494520], [1.610157, -2.211082, -1.935418], [2.285592, -0.474129, -2.047698], [-6.701578, -4.326596, 2.834955], [-4.258047, -2.653131, -0.683846], [-3.937406, -4.953556, 1.808352], [-4.336536, 3.518932, -2.606216], [4.128177, 0.777010, -0.585133], [2.666605, -4.351885, 3.394434], [-4.571730, 3.374771, 0.621608], [7.137982, -0.297526, -2.963360], [-1.809906, 5.446417, 3.013924], [-2.067830, 0.226595, -4.584126], [-4.279119, 3.917590, 3.376622], [-5.033537, 5.526113, 2.720253], [-1.575358, 2.984924, -3.227081], [-2.787091, -2.392385, 2.849485], [-3.795075, 4.727843, -0.496760], [0.056863, -1.430834, -3.563766], [0.566481, 2.591888, 0.466191], [0.357078, 1.111876, -3.848769], [-2.040303, -3.895620, 0.628760], [7.653384, -1.020319, -0.540278], [-3.980106, -1.486066, 1.567456], [2.018889, 1.745820, 1.277870], [-5.873848, -2.481456, 3.347353], [-2.361631, 3.008498, 1.934046], [5.271344, -0.264286, -2.560905], [5.718566, -1.325960, -0.490747], [-4.394695, 1.624095, -2.495543], [2.128315, 3.293398, -1.112452], [6.859834, 2.084065, -3.155908], [-2.807097, 6.214026, 1.588470], [-1.397067, 4.061159, 0.672252], [0.081291, -2.455436, 3.025762], [0.012690, -4.535195, 0.821985], [6.925478, 2.148245, -1.242380], [-3.241881, 1.508370, -0.329866], [1.981156, 1.665717, -2.019132], [1.265631, -4.685089, 4.601040], [-0.558480, 0.567261, -0.207300], [4.242645, 1.975452, -3.145679], [6.386297, 0.340774, 0.118864], [-1.820446, 2.623117, -0.917796], [-0.965193, -1.227362, -2.003628], [-3.870155, 5.507474, 4.304093], [-2.616966, 0.233040, -2.689153], [1.942537, -2.941722, 4.405075]], "atomic_forces_ev_per_a": [[0.0, 1.6, 0.2], [-1.2, 0.7, 0.3], [0.7, 0.5, -0.5], [-1.2, -0.6, -0.6], [3.8, 0.5, 2.0], [0.7, -0.4, -2.9], [0.6, -1.8, -0.7], [-1.4, 1.9, -2.0], [-3.0, -2.5, 8.4], [4.2, 0.3, 2.9], [-1.1, -0.6, 1.9], [-0.2, 0.2, -0.1], [-3.1, -0.1, 1.2], [0.7, 0.2, 2.2], [-1.1, 0.6, -0.3], [-0.2, -0.7, 0.1], [0.7, -0.2, -5.0], [0.2, -1.1, -0.5], [-0.1, -0.1, -0.9], [-0.3, 0.4, 0.7], [-0.7, 1.6, -3.4], [0.7, -1.8, 0.0], [-2.2, -1.8, -0.1], [-2.9, 0.6, 1.6], [-0.9, -0.8, -0.8], [-1.2, -2.1, -0.5], [-0.1, 0.9, 1.1], [0.0, 0.1, 0.2], [0.6, -0.2, -0.7], [0.0, 0.7, 0.2], [0.1, -0.5, 0.7], [0.2, 0.7, 0.4], [1.1, 0.6, 0.1], [1.9, 1.5, -0.9], [-0.1, -0.3, 0.3], [0.8, -0.8, 0.4], [-0.4, 0.5, -0.3], [2.2, 3.7, -6.8], [-1.5, 0.1, 1.7], [0.1, 1.5, 0.6], [0.0, -0.9, -0.8], [1.2, 1.2, 2.0], [0.0, -2.7, 0.5], [0.8, -1.5, 0.0], [-0.6, -2.5, -0.1], [0.8, -0.3, 2.3], [-0.7, -1.6, -2.1], [0.0, -2.0, -1.6], [-0.8, 0.5, 1.2], [-1.7, 0.0, 1.4], [0.5, 0.2, -2.5], [-0.5, 2.3, 0.4], [-2.3, -0.8, 0.8], [2.4, 1.4, 1.6], [2.2, 0.0, 0.2], [-1.6, 3.4, -0.2], [1.6, -1.8, 0.6], [-0.6, 2.1, -0.3], [-2.0, 0.9, 0.1], [1.8, 0.8, -1.1], [-1.7, 0.9, 1.8], [-1.7, -0.7, -1.9], [0.1, 1.0, 2.5], [0.5, 2.3, -0.4], [2.2, -0.8, 1.1], [-1.9, -1.0, -1.1], [-0.9, 0.1, -2.2], [0.5, -1.9, 1.1], [-0.2, 1.4, 2.2], [1.5, -2.1, -0.4], [-1.6, -0.9, 1.7], [0.3, 2.1, 0.0], [-2.2, 1.0, -0.2], [1.5, -1.8, 0.5], [-1.1, -0.1, -2.3], [-0.1, -2.3, -1.0], [-0.2, 1.8, -1.5], [2.2, 0.7, 0.7], [2.1, 1.3, -0.1], [1.3, 2.0, 0.2], [0.1, -2.5, 0.3], [-1.4, -0.3, 2.2], [0.1, -1.9, 1.4], [-2.1, 0.1, 1.4], [1.0, -2.5, -0.8], [1.7, 2.2, 0.6], [-1.3, -0.6, -1.7], [0.5, 2.0, -1.3], [-0.1, 0.6, 2.1], [0.8, 1.7, -2.0], [2.4, -1.0, 1.0], [0.7, 0.7, 2.0], [0.7, -2.1, -1.6], [-2.5, -0.1, -0.2], [1.9, 0.8, -0.9], [-0.5, -0.7, -2.6], [1.4, 0.7, -1.9], [-0.6, -2.1, -1.5]], "e_lumo_ev": -0.4, "fmax_ev_per_a": 9.271, "mol_weight_g_mol": 861.5, "orbital_gap_ev": 8.09, "charge": 0, "energy_ev": -212055.4285, "e_homo_ev": -8.5}


No. 2
{"formula": "C30H57F8N2O8S", "method": "ωB97M-V with the def2-TZVPD basis set", "species": ["S", "F", "F", "F", "F", "F", "F", "F", "F", "O", "O", "O", "O", "O", "O", "O", "O", "N", "N", "C", "C", "C", "C", "C", "C", "C", "C", "C", "C", "C", "C", "C", "C", "C", "C", "C", "C", "C", "C", "C", "C", "C", "C", "C", "C", "C", "C", "C", "C", "H", "H", "H", "H", "H", "H", "H", "H", "H", "H", "H", "H", "H", "H", "H", "H", "H", "H", "H", "H", "H", "H", "H", "H", "H", "H", "H", "H", "H", "H", "H", "H", "H", "H", "H", "H", "H", "H", "H", "H", "H", "H", "H", "H", "H", "H", "H", "H", "H", "H", "H", "H", "H", "H", "H", "H", "H"], "xyz": [[0.671480, -2.523600, -4.098839], [3.423566, -0.974009, 1.540246], [0.919208, -1.580879, 0.510492], [4.053776, -2.630922, 2.783242], [2.034304, -1.892000, 2.955897], [1.827950, -2.608968, -1.118363], [2.376066, -4.314444, 1.700606], [3.708014, -3.363088, 0.262719], [-0.350233, -7.044041, -1.290522], [-0.525716, -2.589583, -3.038338], [0.098135, -2.750247, -5.371690], [-4.617096, -3.211425, 2.330464], [1.352218, -1.280438, -3.947445], [2.354529, -7.143563, 3.267576], [0.064017, 5.514474, 2.374200], [5.163969, -4.903519, 4.605347], [-0.125337, 3.060563, -2.321884], [-1.665966, -4.836192, 0.957045], [-1.552173, -5.906744, 0.194358], [-0.825633, -3.812498, 1.032078], [1.139879, -5.048860, -2.994153], [0.477016, -4.972496, -0.591392], [1.376168, -2.777319, 0.140467], [-2.472877, 2.139843, 1.155321], [-1.222091, -0.087354, 1.660658], [0.061184, 8.717339, -0.764785], [3.287578, -8.017815, 2.634420], [6.095144, -5.773767, 3.969946], [3.024280, -2.108860, 2.090740], [-1.843245, 5.769620, -1.637702], [-3.966970, -3.864973, 1.261284], [-0.322071, 1.793032, -2.946557], [-1.648753, 0.964495, 0.602724], [0.644724, 8.720951, -2.182102], [-2.018795, 3.495971, 0.565823], [0.217243, 7.526655, -3.038961], [-3.158576, 4.386118, 0.057572], [1.804204, -3.870836, -3.744835], [2.639003, -3.176172, 1.031696], [-0.502516, -5.975576, -0.543520], [1.630804, -5.259209, -1.528637], [-2.984000, 4.753189, -1.414564], [-1.772157, -1.456501, 1.265236], [-2.895654, -4.838984, 1.784773], [0.445093, 6.424974, 3.405305], [-2.282396, 7.023677, -2.417418], [-1.260577, 7.524385, -3.457646], [0.322599, -3.872090, 0.180668], [-1.063296, -2.667183, 1.955288], [-3.328696, -5.828321, 1.754621], [1.353303, -5.944928, -3.564467], [-4.713589, -4.454841, 0.732836], [1.840462, -6.315883, -1.393662], [-1.347814, 6.975179, -4.392174], [0.420183, 9.650203, -2.701281], [-1.408034, 4.000468, 1.313711], [-1.608531, -2.952505, 2.846265], [2.508494, -4.689953, -1.281602], [0.319493, 1.031093, -2.492772], [-0.789029, 1.327774, 0.047892], [-3.137664, 5.334531, 0.590902], [-1.095772, 5.277251, -2.246228], [-3.517405, 2.009071, 0.878451], [-1.413617, 6.101416, -0.696322], [-1.364124, 1.511830, -2.805782], [-2.268061, 0.454482, -0.134861], [-2.546794, 7.856699, -1.772462], [-0.103825, -2.312811, 2.302353], [0.058099, -4.957330, -2.997258], [-0.110739, 1.849772, -4.015822], [2.670283, -3.489152, -3.219338], [-0.201007, -2.253925, -2.191579], [7.071524, -5.290833, 3.884746], [-2.471101, 2.159208, 2.241918], [3.378008, -8.915409, 3.238513], [6.190816, -6.669447, 4.577404], [4.261805, -7.534401, 2.555441], [0.779017, 4.881212, 2.273477], [5.085002, -4.116618, 4.062632], [-2.808994, -1.475714, 1.587390], [-2.657808, -4.666040, 2.824843], [2.123166, -4.219262, -4.718822], [-1.795026, -1.582368, 0.184250], [1.730650, 8.689232, -2.080716], [-1.520982, 8.557597, -3.694047], [0.594169, 5.897676, 4.350831], [-4.135406, 3.927929, 0.191137], [-0.146058, -0.100675, 1.804319], [-0.972353, 9.048870, -0.804905], [-5.415685, -3.709280, 2.518209], [0.118921, 7.716565, -0.347856], [-1.364335, 3.302982, -0.279423], [1.363416, 6.951353, 3.134868], [-3.578332, -3.160407, 0.533991], [-3.184200, 6.760825, -2.970172], [5.736655, -6.048984, 2.973940], [0.794878, 7.615084, -3.960499], [-3.905136, 5.183347, -1.803439], [-1.654515, 0.231943, 2.603379], [0.600524, 9.412551, -0.126997], [0.537153, 6.604413, -2.558873], [-2.765582, 3.875504, -2.024555], [0.794867, 3.307545, -2.449587], [2.289343, -6.353094, 2.729641], [-0.356632, 7.148241, 3.524498], [2.930591, -8.290798, 1.636211]], "atomic_forces_ev_per_a": [[0.8, 1.3, -1.4], [-0.3, -0.2, -0.1], [-0.1, 0.1, 0.1], [-0.2, 0.3, -0.2], [0.0, 0.1, -0.3], [-0.2, 0.1, -0.3], [-0.1, -0.2, 0.0], [0.1, -0.2, -0.2], [-0.2, 0.1, 0.1], [0.2, -0.5, 0.2], [-0.8, -0.9, -0.2], [0.5, 0.1, -0.2], [0.3, 0.1, 1.0], [-0.1, -0.2, 0.0], [0.0, 0.1, 0.1], [0.0, -0.2, 0.0], [0.0, -0.3, 0.0], [-0.8, 0.3, 0.9], [0.0, -0.5, -0.3], [0.9, 0.3, -0.3], [0.6, 0.0, -0.1], [1.6, -0.5, -1.1], [0.9, -0.5, 0.3], [0.0, 0.4, -0.6], [-0.3, 0.4, -0.5], [0.0, 0.4, -0.6], [-0.2, 0.3, -0.1], [-0.1, 0.4, 0.0], [0.8, -0.3, 0.7], [-0.5, 0.3, -0.6], [-0.7, -0.5, 0.1], [0.2, 0.2, 0.1], [-0.2, -0.3, 0.4], [0.2, -0.5, 0.5], [-0.1, -0.4, 0.3], [0.0, 0.8, -0.4], [0.3, 0.4, -0.3], [-0.7, -0.5, 0.7], [-0.3, 0.9, 0.2], [-0.4, 0.2, 0.2], [-0.9, -0.2, -0.1], [0.2, 0.4, 0.1], [-0.2, -0.3, 0.6], [-0.5, -0.1, -0.1], [0.1, -0.2, -0.1], [0.1, -0.3, -0.6], [0.2, 0.2, 0.5], [-1.1, 0.4, 0.5], [-0.2, 0.4, 0.0], [0.4, -0.4, -0.2], [0.1, -0.2, 0.0], [0.1, -0.1, -0.3], [0.3, -0.1, 0.0], [-0.1, -0.3, 0.0], [-0.1, 0.1, 0.0], [-0.1, 0.2, -0.1], [-0.1, -0.2, 0.0], [0.3, 0.0, -0.1], [0.0, -0.1, -0.1], [0.2, 0.1, 0.1], [-0.3, 0.0, 0.3], [0.4, -0.1, 0.2], [-0.1, -0.2, 0.0], [0.3, -0.3, 0.2], [0.0, 0.1, 0.0], [0.0, 0.0, -0.2], [-0.1, -0.1, 0.3], [0.2, -0.1, 0.1], [-0.1, 0.1, -0.2], [0.0, -0.1, 0.0], [0.0, 0.3, 0.1], [0.0, 0.3, 0.0], [0.1, -0.1, 0.0], [0.2, 0.0, 0.2], [0.0, 0.0, 0.0], [0.0, 0.0, 0.0], [0.1, -0.2, 0.0], [0.0, 0.0, -0.1], [0.0, 0.1, 0.1], [-0.2, 0.0, -0.1], [0.2, 0.4, 0.1], [0.0, 0.2, -0.3], [0.3, 0.0, -0.2], [0.1, 0.0, -0.1], [0.0, 0.1, -0.2], [0.0, 0.1, 0.1], [-0.1, -0.1, 0.2], [0.1, 0.0, -0.1], [-0.2, -0.1, 0.2], [-0.2, 0.2, 0.2], [0.0, -0.1, 0.2], [0.1, -0.1, -0.1], [0.0, 0.1, 0.1], [0.2, 0.3, 0.1], [-0.2, 0.1, -0.1], [0.2, -0.1, 0.0], [0.1, -0.2, -0.1], [-0.2, 0.0, 0.0], [0.0, -0.2, 0.3], [0.1, 0.0, 0.1], [-0.1, -0.2, 0.1], [-0.1, -0.2, 0.1], [0.0, 0.1, 0.0], [0.1, 0.1, 0.1], [0.0, 0.0, 0.0], [0.1, -0.1, 0.0]], "e_lumo_ev": -5.0, "fmax_ev_per_a": 2.050, "mol_weight_g_mol": 757.8, "orbital_gap_ev": 6.54, "charge": 1, "energy_ev": -83959.6490, "e_homo_ev": -11.6}


Q: charge of number 2 (C30H57F8N2O8S)?
A: +1


Q: Among the records above, which one has the highest charge?
A: C30H57F8N2O8S


Q: The lowest charge belongs to which entry?
A: C30H57Br2INO5PS


Q: The lowest charge belongs to which entry?
A: C30H57Br2INO5PS